# 1
# C30H78N6O12S6

12 unconnected molecules or ions with the total composition C30H78N6O12S6 (ωB97M-V/def2-TZVPD, the Open Molecules 2025 dataset).

The geometry in XYZ format:
```
132
C30H78N6O12S6, DFT ωB97M-V/def2-TZVPD
C 2.873 4.932 -2.438
C 2.673 6.401 -2.447
O 3.575 7.138 -2.887
N 1.488 6.842 -2.068
C 1.073 8.248 -2.087
H 1.904 4.434 -2.474
H 3.320 4.601 -1.500
H 3.487 4.685 -3.304
H 1.050 6.144 -1.484
H 1.044 8.745 -1.118
H 0.045 8.141 -2.433
H 1.622 8.816 -2.839
C 1.486 1.730 -0.794
C 0.616 0.628 -0.385
O -0.592 0.848 -0.579
N 1.076 -0.539 0.149
C 0.140 -1.426 0.857
H 1.231 2.115 -1.781
H 2.553 1.608 -0.606
H 1.342 2.531 -0.069
H 2.054 -0.747 0.008
H 0.385 -2.488 0.821
H -0.880 -1.210 0.540
H 0.251 -1.225 1.922
C -2.012 4.341 -7.255
C -1.653 3.460 -6.129
O -1.668 2.299 -6.424
N -1.089 3.966 -5.052
C -0.254 3.251 -4.069
H -1.280 5.144 -7.343
H -3.093 4.476 -7.249
H -1.930 3.845 -8.222
H -0.930 4.963 -5.035
H 0.813 3.139 -4.259
H -0.504 2.197 -4.194
H -0.325 3.612 -3.043
C 0.912 -3.504 -1.882
C 1.693 -4.529 -2.702
O 2.383 -4.029 -3.601
N 1.573 -5.819 -2.448
C 1.949 -7.002 -3.266
H 0.439 -3.821 -0.952
H 0.104 -3.263 -2.573
H 1.457 -2.563 -1.807
H 1.013 -6.056 -1.642
H 2.395 -6.672 -4.205
H 1.111 -7.662 -3.489
H 2.645 -7.724 -2.840
C 4.592 -6.628 4.782
C 4.370 -6.015 3.415
O 5.180 -6.140 2.556
N 3.287 -5.329 3.216
C 2.904 -4.604 1.935
H 4.443 -5.973 5.641
H 5.585 -7.055 4.923
H 3.854 -7.400 5.001
H 2.518 -5.246 3.866
H 3.377 -3.623 1.914
H 1.820 -4.581 1.824
H 3.327 -5.026 1.024
C -1.979 4.414 5.159
C -0.851 4.320 4.155
O -0.224 5.314 3.874
N -0.583 3.106 3.729
C 0.605 2.760 3.035
H -1.651 4.787 6.129
H -2.430 3.435 5.318
H -2.690 5.093 4.688
H -1.194 2.337 3.965
H 0.393 2.740 1.966
H 0.900 1.775 3.396
H 1.333 3.457 3.452
C -3.727 -5.136 1.353
S -2.294 -4.239 0.743
O -1.243 -5.276 0.264
C -3.069 -3.309 -0.653
H -3.432 -5.557 2.313
H -4.066 -5.841 0.593
H -4.626 -4.524 1.428
H -3.947 -2.717 -0.396
H -3.393 -4.067 -1.366
H -2.465 -2.658 -1.286
C 4.781 0.362 2.288
S 5.059 -1.132 1.132
O 3.904 -1.109 0.109
C 6.464 -0.365 0.103
H 5.677 0.982 2.313
H 4.515 0.065 3.303
H 3.943 0.906 1.851
H 6.362 0.678 -0.196
H 6.540 -0.955 -0.810
H 7.353 -0.543 0.708
C -3.716 -0.055 1.549
S -3.353 -0.141 3.354
O -1.930 0.336 3.674
C -4.429 1.164 4.149
H -3.958 0.981 1.312
H -4.584 -0.665 1.300
H -2.927 -0.480 0.928
H -5.487 1.027 3.926
H -4.395 2.078 3.555
H -4.286 1.369 5.210
C -1.179 -5.520 5.701
S -0.368 -4.011 5.189
O 0.618 -4.599 4.224
C -1.693 -3.205 4.089
H -1.606 -6.016 4.829
H -2.048 -5.218 6.286
H -0.475 -6.194 6.189
H -1.520 -2.182 3.756
H -2.604 -3.409 4.652
H -1.763 -3.913 3.263
C -2.649 0.447 -3.588
S -1.564 -0.905 -4.383
O -1.724 -2.195 -3.530
C -2.786 -1.212 -5.665
H -3.132 1.185 -4.228
H -2.131 1.074 -2.862
H -3.394 -0.037 -2.955
H -2.406 -1.941 -6.382
H -2.891 -0.245 -6.156
H -3.797 -1.544 -5.429
C -1.929 3.625 -0.149
S -1.526 5.445 0.014
O 0.002 5.550 -0.116
C -2.220 6.099 -1.606
H -1.807 3.460 -1.219
H -2.871 3.502 0.387
H -1.259 3.082 0.518
H -3.172 6.624 -1.517
H -2.399 5.386 -2.411
H -1.427 6.770 -1.935
```

Summary:
**Net charge**: +1
**Highest occupied orbital energy (spin up / spin down)**: -0.375 / -0.375 hartree
**Spin multiplicity**: 2

Here are the Mulliken charges for atoms 1 to 99, given in e: C -0.1818; C 0.5982; O -0.7315; N 0.2214; C -1.0463; H -0.4217; H 0.2233; H 0.4290; H 0.0281; H 0.2903; H 0.2764; H 0.3763; C -0.6391; C 0.4854; O -0.4811; N 0.4911; C -0.1959; H -0.0317; H 0.3397; H 0.2861; H 0.1140; H -0.1284; H -0.3384; H 0.3966; C -1.2590; C 0.6982; O -0.5847; N -0.0461; C -0.1540; H 0.3754; H 0.2734; H 0.3499; H 0.2670; H 0.2932; H 0.0004; H -0.2159; C 0.1395; C 0.8124; O -0.2160; N -0.1305; C -0.8798; H -0.2596; H 0.0930; H 0.2007; H 0.1892; H 0.3537; H 0.3186; H 0.3350; C -1.1739; C 0.7707; O -0.6515; N 0.0510; C -0.7390; H 0.3218; H 0.3156; H 0.2941; H 0.2357; H 0.1922; H 0.1890; H 0.3257; C -0.8556; C 0.7709; O -0.6637; N 0.1456; C -0.9107; H 0.2940; H 0.1362; H 0.2420; H 0.1407; H -0.0828; H 0.3972; H 0.3400; C -1.1497; S 0.9164; O -0.7054; C -1.0290; H 0.2806; H 0.4209; H 0.3737; H 0.3687; H 0.5117; H 0.0801; C -0.7429; S 0.5064; O -0.7632; C -1.0651; H 0.4008; H 0.3495; H 0.0703; H 0.3205; H 0.3408; H 0.4161; C -0.3241; S 0.5717; O -0.6731; C -1.1477; H 0.2866; H 0.4270; H -0.2378

# 2
# C31H41BrFeN12OS

A molecular structure, C31H41BrFeN12OS (ωB97M-V/def2-TZVPD, the Open Molecules 2025 dataset).

The geometry in XYZ format:
```
88
C31H41BrFeN12OS, DFT ωB97M-V/def2-TZVPD
Fe 0.946 1.011 0.449
C -0.438 1.145 3.499
N 0.847 1.451 2.891
C 1.839 0.457 3.312
C 1.293 2.795 3.247
C 2.366 3.271 2.305
C 3.704 3.167 2.647
C 4.705 3.512 1.754
C 4.367 3.962 0.491
C 3.035 4.100 0.127
C 2.043 3.745 1.031
H -0.388 1.176 4.600
H -0.740 0.144 3.192
H -1.192 1.854 3.156
H 2.023 0.524 4.400
H 2.772 0.593 2.773
H 1.458 -0.535 3.070
H 1.666 2.814 4.281
H 0.428 3.461 3.186
H 3.959 2.789 3.630
H 5.743 3.401 2.038
H 5.141 4.202 -0.227
H 2.759 4.455 -0.850
N 3.360 1.074 -2.175
C 3.841 0.903 -0.892
N 5.134 0.756 -0.643
N 5.196 0.625 0.690
N 4.011 0.693 1.197
N 3.101 0.876 0.214
C 2.034 1.070 -2.509
N 1.596 0.940 -3.760
N 0.263 0.977 -3.646
N -0.073 1.132 -2.409
N 1.034 1.211 -1.641
H 4.013 0.931 -2.925
C -5.305 -3.655 1.300
C -4.394 -4.020 0.118
C -4.122 -5.524 0.170
C -5.132 -3.711 -1.193
C -3.105 -3.201 0.197
C -3.176 -1.811 0.233
C -2.023 -1.080 0.385
Br -2.133 0.831 0.457
C -0.717 -1.626 0.528
O 0.279 -0.890 0.837
C -0.648 -3.040 0.346
C -1.831 -3.765 0.236
C 0.690 -3.799 0.328
C 0.669 -4.850 -0.796
C 0.871 -4.502 1.681
C 1.919 -2.911 0.076
H -6.219 -4.257 1.276
H -5.592 -2.603 1.269
H -4.796 -3.838 2.248
H -5.068 -6.069 0.131
H -3.612 -5.800 1.095
H -3.516 -5.843 -0.679
H -6.045 -4.311 -1.265
H -4.497 -3.941 -2.051
H -5.410 -2.658 -1.250
H -4.124 -1.292 0.151
H -1.748 -4.842 0.179
H -0.077 -5.628 -0.625
H 1.646 -5.334 -0.867
H 0.452 -4.371 -1.752
H 0.062 -5.212 1.871
H 0.876 -3.766 2.487
H 1.821 -5.044 1.707
H 1.781 -2.280 -0.802
H 2.789 -3.553 -0.094
H 2.133 -2.258 0.916
C -3.266 3.143 -2.577
C -1.873 3.638 -2.434
C -1.025 3.941 -3.454
C 0.292 4.313 -3.158
N 0.732 4.340 -1.897
C -0.091 4.010 -0.937
S 0.288 3.961 0.757
N -1.421 3.782 -1.153
C 1.281 4.602 -4.231
H -3.555 3.120 -3.624
H -3.957 3.779 -2.019
H -3.316 2.132 -2.171
H -1.337 3.823 -4.480
H -1.884 3.198 -0.455
H 0.875 5.306 -4.959
H 1.523 3.675 -4.756
H 2.192 5.009 -3.799
```

Summary:
**Net charge**: -1
**Highest occupied orbital energy (spin up / spin down)**: -0.098 / -0.103 hartree
**Spin multiplicity**: 2

Charges per atom according to Mulliken partitioning, unit e: Fe 0.9036; C -1.2815; N 1.1422; C -1.0101; C -1.9454; C 0.1964; C -0.4401; C -0.6339; C -0.6181; C -0.5162; C 0.8661; H 0.3028; H 0.1678; H 0.3371; H 0.3619; H 0.3909; H 0.2279; H 0.5245; H 0.5329; H 0.2906; H 0.3093; H 0.3286; H 0.6771; N 0.1446; C -0.1092; N -0.5698; N -0.9916; N -0.7272; N 1.5044; C -0.0408; N -0.6393; N -0.8454; N -0.1651; N 0.7296; H 0.2462; C -1.6833; C 2.1639; C -2.1802; C -1.6842; C -0.1256; C -0.6936; C -0.0966; Br -0.1567; C -0.2403; O -0.0625; C -0.6737; C -0.2329; C 2.4150; C -1.9105; C -1.6619; C -2.0143; H 0.4438; H 0.3268; H 0.3659; H 0.4473; H 0.3998; H 0.3924; H 0.4491; H 0.3669; H 0.3175; H 0.4191; H 0.2992; H 0.3754; H 0.4769; H 0.3940; H 0.3094; H 0.2409; H 0.4560; H 0.3805; H 0.5106; H 0.1919; C -1.3882; C 1.2088; C -1.0581; C 0.9803; N -0.1687; C 0.3658; S -0.3304; N 0.0622; C -1.4990; H 0.3892; H 0.3359; H 0.2758; H 0.3331; H 0.0098; H 0.4390; H 0.3387; H 0.3290

# 3
# C2N5O

2 unconnected molecules or ions with the total composition C2N5O (ωB97M-V/def2-TZVPD, the Open Molecules 2025 dataset).

The geometry in XYZ format:
```
8
C2N5O, DFT ωB97M-V/def2-TZVPD
C 3.023 -0.054 0.022
C -0.812 -0.095 0.214
N 3.809 0.509 -0.637
N -1.557 -1.052 -0.239
N -1.409 1.071 0.379
N -2.680 -0.475 -0.361
N -2.600 0.785 -0.018
O 2.226 -0.689 0.638
```

Summary:
**Net charge**: -1
**Highest occupied orbital energy (spin up / spin down)**: -0.190 / -0.190 hartree

Charges per atom according to natural (NBO) partitioning, unit e: C 0.5800; C 0.6600; N -0.6481; N -0.3763; N -0.3781; N -0.1005; N -0.0926; O -0.6444

# 4
# C4H11O4

3 unconnected molecules or ions with the total composition C4H11O4 (ωB97M-V/def2-TZVPD, the Open Molecules 2025 dataset).

The geometry in XYZ format:
```
19
C4H11O4, DFT ωB97M-V/def2-TZVPD
C -0.785 1.693 -0.961
O -0.379 2.951 -0.777
C 0.103 0.638 -0.048
C -0.322 -0.840 -0.009
C 0.874 -1.633 0.583
O 0.704 -2.270 1.596
H -1.850 1.540 -0.849
H -0.429 1.252 -1.927
H 1.131 0.810 -0.339
H -0.126 1.128 0.894
H -0.285 -1.201 -1.059
H -1.213 -1.182 0.499
H 1.822 -1.491 0.032
H 1.728 3.360 0.538
H 1.406 3.083 -0.827
O 2.223 3.244 -0.266
H -2.478 -3.229 -0.523
H -1.551 -3.456 0.684
O -2.239 -3.889 0.152
```

Summary:
**Net charge**: -1
**Highest occupied orbital energy**: -0.122 hartree

Charges per atom according to natural (NBO) partitioning, unit e: C 0.0199; O -0.9399; C -0.4809; C -0.5098; C 0.4626; O -0.5810; H 0.1007; H 0.0616; H 0.2123; H 0.1987; H 0.1915; H 0.2042; H 0.1091; H 0.4600; H 0.5071; O -1.0167; H 0.4698; H 0.4838; O -0.9530

It is found that the max |F| values, taken in the order of the records, are 0.1006 0.0230 0.1019 0.0628 hartree/bohr.